ORCA calculation (ωB97M-V with the def2-TZVPD basis set) on C13H22BiClI2NOP as an isolated structure.

HOMO level = -14.4 eV
Molar mass = 737.5 g/mol
Relative energy (zero: lowest compared OMol25 entry of this formula, charge and spin) = 49.9 kJ/mol
Net charge = +2
Total energy = -61210.582 eV

Positions of all 42 atoms, in Å:
I 1.417 -1.996 1.689
I -1.190 -3.179 3.374
Bi -1.889 -0.132 -0.534
P -1.113 -3.429 -0.841
C -0.321 -4.769 0.154
C -2.624 -4.386 -1.275
H -0.448 -3.076 -3.165
H -0.373 -4.817 -2.720
H 0.913 -3.685 -2.179
C -0.164 -3.790 -2.381
H -3.214 -3.829 -2.013
H -2.342 -5.370 -1.690
H -0.451 -5.740 -0.350
H -0.775 -4.808 1.155
H -3.229 -4.531 -0.368
H 0.748 -4.551 0.281
C 0.872 -2.405 3.715
O 1.590 -2.339 4.671
Cl -2.268 0.881 -2.777
C 2.342 2.502 -0.042
N 1.498 3.250 -0.999
C 2.105 3.301 -2.357
C 0.061 2.708 -1.046
C -0.496 2.678 0.343
C -0.321 3.839 1.135
C -0.424 3.734 2.513
C -0.737 2.521 3.102
C -1.112 1.395 2.308
C -1.054 1.531 0.909
H 2.176 1.416 -0.141
H 2.122 2.824 0.970
H 3.387 2.715 -0.262
H 1.396 4.229 -0.633
H 2.179 2.271 -2.756
H 1.459 3.918 -2.990
H 3.105 3.741 -2.278
H -0.488 3.407 -1.686
H 0.094 1.708 -1.529
H -0.084 4.789 0.637
H -0.214 4.624 3.142
H -0.738 2.389 4.174
H -1.395 0.460 2.739

The Löwdin scheme yields these atomic charges, measured in e: atom 1 (I): 0.75, atom 2 (I): 0.75, atom 3 (Bi): 1.32, atom 4 (P): 0.68, atom 5 (C): -0.35, atom 6 (C): -0.28, atom 7 (H): 0.04, atom 8 (H): 0.06, atom 9 (H): 0.05, atom 10 (C): -0.29, atom 11 (H): 0.05, atom 12 (H): 0.06, atom 13 (H): 0.07, atom 14 (H): -0.06, atom 15 (H): 0.05, atom 16 (H): 0.00, atom 17 (C): -1.19, atom 18 (O): -0.01, atom 19 (Cl): -0.09, atom 20 (C): 0.02, atom 21 (N): -0.19, atom 22 (C): 0.02, atom 23 (C): -0.14, atom 24 (C): -0.31, atom 25 (C): -0.04, atom 26 (C): -0.04, atom 27 (C): -0.03, atom 28 (C): -0.09, atom 29 (C): -0.36, atom 30 (H): 0.11, atom 31 (H): 0.11, atom 32 (H): 0.11, atom 33 (H): 0.18, atom 34 (H): 0.13, atom 35 (H): 0.12, atom 36 (H): 0.12, atom 37 (H): 0.14, atom 38 (H): 0.06, atom 39 (H): 0.13, atom 40 (H): 0.14, atom 41 (H): 0.12, atom 42 (H): 0.08